# 1
{"formula": "C25H25Cl5N3O4Ti", "method": "ωB97M-V with the def2-TZVPD basis set", "elements": ["Ti", "C", "C", "O", "C", "C", "O", "C", "C", "O", "C", "C", "O", "H", "H", "H", "H", "H", "H", "H", "H", "H", "H", "H", "H", "H", "H", "H", "H", "C", "C", "C", "C", "C", "C", "N", "N", "C", "C", "C", "C", "C", "N", "H", "H", "H", "H", "H", "H", "H", "H", "H", "Cl", "C", "C", "C", "Cl", "C", "Cl", "C", "Cl", "C", "Cl"], "coordinates": [[0.2067, 0.2428, 0.2570], [-0.5628, 2.7754, -1.5408], [0.7710, 2.1455, -1.9611], [1.4856, 1.6156, -0.8560], [2.2767, 2.5405, -0.1258], [1.4660, 3.2656, 0.9639], [0.5614, 2.3119, 1.4732], [-0.3204, 2.7955, 2.4679], [-1.2181, 1.6153, 2.8712], [-1.6022, 0.8495, 1.7437], [-2.7475, 1.3237, 1.0504], [-2.3588, 2.3083, -0.0672], [-1.0890, 1.9130, -0.5549], [-1.2327, 2.8292, -2.4114], [-0.4290, 3.7950, -1.1408], [1.3913, 2.8601, -2.5163], [0.5473, 1.2762, -2.5892], [2.7410, 3.2645, -0.8070], [3.0603, 1.9388, 0.3487], [0.9226, 4.1330, 0.5590], [2.1386, 3.6277, 1.7540], [-0.9198, 3.6247, 2.0637], [0.2455, 3.1652, 3.3362], [-2.1020, 1.9842, 3.4088], [-0.6650, 0.9256, 3.5195], [-3.4496, 1.7882, 1.7541], [-3.2172, 0.4375, 0.6117], [-2.3122, 3.3415, 0.3125], [-3.1058, 2.2688, -0.8701], [-0.1924, -3.9059, -3.6402], [-0.1225, -2.5609, -3.9684], [0.3117, -1.6305, -3.0413], [0.6798, -2.0388, -1.7594], [0.6127, -3.4013, -1.4405], [0.1727, -4.3213, -2.3689], [1.1787, -1.1482, -0.7928], [2.2303, -1.6659, -0.1992], [2.6458, -1.1055, 0.9328], [3.8042, -1.6246, 1.5583], [4.1796, -1.1439, 2.7836], [3.4043, -0.1307, 3.3631], [2.3025, 0.3421, 2.6847], [1.9043, -0.1028, 1.4888], [-0.5024, -4.6314, -4.3765], [-0.3948, -2.2399, -4.9619], [0.4137, -0.5932, -3.3263], [0.9136, -3.7115, -0.4498], [0.1186, -5.3662, -2.1040], [4.3413, -2.4040, 1.0468], [5.0379, -1.5408, 3.3030], [3.6574, 0.2778, 4.3275], [1.7064, 1.1243, 3.1330], [-0.4391, -1.8432, 1.8955], [-1.5865, -1.9129, 0.5991], [-1.4047, -0.9271, -0.3653], [-2.3053, -0.9865, -1.4254], [-2.1920, 0.2023, -2.6572], [-3.2867, -1.9671, -1.5490], [-4.3117, -2.0178, -2.9310], [-3.4274, -2.9215, -0.5406], [-4.6386, -4.1314, -0.6554], [-2.5673, -2.8930, 0.5605], [-2.7268, -4.0423, 1.8220]], "atomic_forces_ev_per_a": [[-0.8, 2.1, 1.0], [0.6, 0.2, -0.3], [-0.6, 0.1, -0.7], [-0.2, 0.3, 0.1], [0.5, 0.4, 0.7], [0.3, 0.1, -0.5], [0.1, -0.2, 0.2], [-0.4, -0.1, 0.1], [0.5, 0.3, 0.3], [0.1, 0.2, 0.0], [-0.4, 0.0, -0.5], [-0.4, 0.0, 0.5], [0.0, 0.1, -0.2], [0.1, 0.0, 0.2], [-0.1, -0.3, 0.0], [-0.1, -0.2, 0.1], [0.1, 0.2, 0.1], [-0.1, -0.2, 0.1], [-0.2, 0.2, -0.2], [0.0, -0.2, 0.1], [0.0, -0.1, -0.1], [0.2, -0.1, 0.0], [-0.1, -0.1, -0.1], [0.2, -0.1, 0.0], [-0.1, 0.1, -0.1], [0.1, -0.1, -0.2], [0.1, 0.3, 0.2], [0.1, -0.2, -0.2], [0.1, 0.0, 0.1], [0.0, 0.1, 0.0], [-0.1, -0.1, -0.1], [0.4, 0.1, 0.5], [0.1, -1.0, -1.1], [0.0, 0.4, 0.1], [-0.1, 0.0, 0.0], [0.5, -0.2, 0.5], [0.6, -0.9, -0.8], [0.1, 0.4, 0.5], [-0.1, 0.2, 0.0], [-0.2, 0.0, -0.3], [-0.2, 0.1, -0.1], [0.3, 0.2, 0.7], [0.8, -0.6, -0.2], [-0.1, 0.0, -0.1], [0.0, 0.1, -0.1], [0.0, 0.0, 0.0], [0.0, -0.1, 0.0], [0.0, -0.1, 0.0], [0.1, -0.1, -0.1], [0.1, 0.0, 0.0], [0.0, 0.1, 0.1], [0.0, 0.0, 0.0], [0.1, -0.5, 0.5], [-0.5, 0.2, -0.7], [-1.3, -1.2, -0.1], [0.3, -0.2, 0.5], [-0.2, 0.4, -0.7], [-0.1, -0.1, 0.0], [0.1, 0.0, 0.1], [0.0, 0.0, 0.0], [0.1, 0.0, 0.0], [-0.1, 0.0, 0.0], [0.1, 0.0, 0.1]], "lowdin_spin": [1.010, 0.002, 0.007, 0.013, 0.002, 0.001, 0.004, 0.000, 0.002, 0.004, 0.000, 0.000, 0.008, 0.000, 0.000, 0.001, 0.002, 0.000, 0.000, 0.000, 0.000, 0.000, 0.000, 0.000, 0.000, 0.000, 0.000, 0.000, 0.000, 0.018, -0.002, 0.019, 0.013, 0.018, -0.001, 0.249, 0.270, 0.047, 0.053, 0.034, 0.071, 0.022, 0.095, 0.001, 0.000, 0.001, 0.001, 0.000, 0.001, 0.000, 0.004, 0.000, 0.011, 0.007, -0.008, 0.007, 0.005, -0.002, -0.001, 0.009, 0.003, -0.002, -0.001], "s2": 2.0160, "multiplicity": 3, "de_lowest_kcal_mol": 7.9, "homo_energy_ev": [-9.59, -10.85], "charge": 1, "max_force_ev_per_a": 2.48, "lumo_ev": [-2.30, -3.63]}



# 2
{"formula": "C25H25ClGeN2O4Sc", "method": "ωB97M-V with the def2-TZVPD basis set", "elements": ["Sc", "C", "C", "N", "O", "C", "C", "N", "O", "H", "H", "H", "H", "H", "H", "H", "Cl", "C", "C", "O", "O", "H", "H", "C", "Ge", "C", "C", "C", "C", "C", "C", "C", "C", "C", "C", "C", "C", "C", "C", "C", "C", "C", "C", "H", "H", "H", "H", "H", "H", "H", "H", "H", "H", "H", "H", "H", "H", "H", "H"], "coordinates": [[0.2843, 0.7659, 0.4788], [-0.2657, -2.4484, -2.7612], [0.2125, -1.4994, -1.7087], [-0.5616, -0.6261, -1.1587], [-1.8605, -0.5805, -1.6824], [1.5986, -1.5178, -1.2733], [2.6258, -2.4849, -1.7658], [1.8623, -0.5606, -0.4165], [3.0075, -0.3424, 0.0793], [-1.1409, -2.0493, -3.2643], [-0.5494, -3.3936, -2.2921], [0.5277, -2.6516, -3.4788], [-2.1142, 0.3349, -1.4889], [2.3137, -3.5220, -1.6250], [3.5318, -2.3088, -1.1871], [2.8628, -2.3392, -2.8233], [-2.1053, 3.9715, -2.7215], [-0.6910, 4.1274, -1.6656], [-0.4000, 2.8703, -0.8544], [-1.2955, 2.0118, -0.6615], [0.7571, 2.7704, -0.3642], [-0.8773, 4.9425, -0.9698], [0.1766, 4.3704, -2.2700], [0.1493, 0.4047, 2.4207], [-1.5305, -0.0040, 3.1641], [-2.2786, -1.7795, 2.6157], [-2.8613, -1.9401, 1.3588], [-3.2257, -3.1923, 0.8829], [-3.0127, -4.3227, 1.6632], [-2.4342, -4.1848, 2.9179], [-2.0727, -2.9253, 3.3844], [-2.8645, 1.3060, 2.5024], [-4.2131, 0.9996, 2.3208], [-5.1144, 1.9608, 1.8763], [-4.6834, 3.2524, 1.6099], [-3.3457, 3.5789, 1.7938], [-2.4513, 2.6132, 2.2359], [-1.7402, -0.0062, 5.1534], [-2.8446, -0.5767, 5.7869], [-2.9973, -0.5112, 7.1661], [-2.0392, 0.1323, 7.9404], [-0.9340, 0.7073, 7.3264], [-0.7908, 0.6350, 5.9457], [0.9792, -0.1632, 2.8605], [-3.0242, -1.0748, 0.7243], [-3.6708, -3.2818, -0.1019], [-3.2927, -5.3031, 1.2959], [-2.2592, -5.0604, 3.5329], [-1.6161, -2.8350, 4.3650], [-4.5631, -0.0091, 2.5154], [-6.1573, 1.7005, 1.7325], [-5.3836, 4.0003, 1.2568], [-3.0008, 4.5863, 1.5870], [-1.4059, 2.8687, 2.3743], [-3.5983, -1.0848, 5.1925], [-3.8628, -0.9617, 7.6389], [-2.1545, 0.1855, 9.0170], [-0.1833, 1.2112, 7.9246], [0.0751, 1.0798, 5.4634]], "atomic_forces_ev_per_a": [[0.5, 0.2, -0.9], [0.0, 0.0, 0.0], [-0.2, 0.0, 0.0], [-0.2, -0.2, -0.1], [0.0, 0.0, 0.0], [0.0, 0.1, 0.1], [0.0, 0.1, 0.1], [0.0, 0.1, 0.1], [0.2, -0.1, -0.1], [0.0, 0.0, 0.0], [0.0, 0.0, 0.0], [0.0, 0.0, 0.0], [0.0, 0.1, 0.1], [0.0, 0.0, 0.0], [0.0, 0.0, 0.0], [0.0, 0.0, 0.0], [-0.1, 0.0, -0.1], [0.1, -0.2, 0.1], [-0.2, 0.1, 0.0], [0.1, -0.1, 0.1], [0.0, 0.2, 0.0], [0.0, 0.0, 0.0], [0.0, 0.0, 0.0], [-0.5, -0.3, 0.5], [0.0, -0.1, 0.1], [0.1, 0.1, 0.1], [0.0, 0.0, 0.0], [0.0, 0.0, 0.0], [0.0, 0.0, 0.0], [0.0, 0.0, 0.0], [-0.1, 0.0, 0.0], [0.0, 0.0, 0.0], [0.0, 0.1, 0.0], [-0.1, -0.1, 0.0], [0.1, 0.0, 0.0], [-0.1, 0.0, 0.0], [-0.1, 0.0, 0.0], [0.0, 0.0, -0.2], [0.0, 0.0, 0.0], [0.0, 0.0, 0.0], [0.0, 0.0, 0.0], [0.0, 0.0, 0.0], [0.1, 0.0, 0.0], [0.0, 0.1, 0.1], [0.0, 0.0, 0.0], [0.0, 0.0, 0.0], [0.0, 0.0, 0.0], [0.0, 0.0, 0.0], [0.0, 0.0, 0.0], [0.0, 0.0, 0.0], [0.0, 0.0, 0.0], [0.0, 0.0, 0.0], [0.0, 0.0, 0.0], [0.0, 0.0, 0.0], [0.0, 0.0, 0.0], [0.0, 0.0, 0.0], [0.0, 0.0, 0.0], [0.0, 0.0, 0.0], [0.0, 0.0, 0.0]], "mulliken_charge": [-0.481, -1.564, 0.439, 0.600, -0.523, 0.321, -1.488, 0.324, -0.808, 0.419, 0.277, 0.383, 0.442, 0.321, 0.384, 0.298, -0.218, -0.579, 1.051, -0.636, -0.727, 0.293, 0.384, -0.359, 1.433, -0.093, 0.020, -0.786, -0.419, -0.652, -0.367, -0.062, -0.155, -0.632, -0.480, -0.510, -0.516, -0.251, 0.060, -0.677, -0.344, -0.516, -0.482, 0.353, 0.300, 0.402, 0.363, 0.381, 0.355, 0.335, 0.384, 0.367, 0.419, 0.436, 0.317, 0.373, 0.351, 0.388, 0.355], "de_lowest_kcal_mol": 14.3, "homo_energy_ev": -3.51, "charge": -1, "max_force_ev_per_a": 1.06, "lumo_ev": 2.57}



Number 1: total energy -4583.08564 hartree. Number 2: total energy -4675.99517 hartree.